w) 16
Properties=species:S:1:pos:R:3 method="wB97M-V/def2-TZVPD" lumo_ev=-11.01 mol_weight_da=212.47 total_charge=+2
Y 10.252 -8.288 10.448
Cl 10.582 -6.026 11.571
O 10.517 -6.880 8.412
C 10.557 -5.911 7.612
O 11.033 -5.995 6.427
C 11.793 -7.177 6.025
C 13.215 -7.123 6.534
C 10.055 -4.551 7.935
H 11.734 -7.203 4.943
H 11.304 -8.068 6.420
H 13.676 -6.168 6.272
H 13.811 -7.918 6.090
H 13.323 -7.190 7.620
H 10.901 -3.864 7.999
H 9.464 -4.497 8.844
H 9.428 -4.203 7.112

---

x) 16
Properties=species:S:1:pos:R:3 method="wB97M-V/def2-TZVPD" lumo_ev=-10.86 mol_weight_da=212.47 total_charge=+2
Y 1.576 -2.723 -1.671
Cl 0.600 -1.292 -3.591
O 0.359 -1.304 -0.250
C -0.520 -0.766 0.491
O -0.821 0.459 0.406
C -0.140 1.333 -0.557
C 1.113 1.912 0.046
C -1.292 -1.536 1.494
H -0.827 2.149 -0.760
H 0.036 0.815 -1.496
H 1.763 2.358 -0.705
H 1.727 1.152 0.540
H 0.856 2.679 0.772
H -2.071 -0.938 1.954
H -0.632 -1.877 2.297
H -1.728 -2.421 1.029

---

Best to worst by energy: x), w).

---

w) 21
Properties=species:S:1:pos:R:3 method="wB97M-V/def2-TZVPD" lumo_ev="-0.14 / -1.06" mol_weight_da=131.25 total_charge=0
C -1.100 -0.159 -1.978
C -0.010 0.348 -2.308
C -2.241 -0.531 -3.003
C -0.255 1.643 1.470
C 1.837 -0.291 2.648
N 1.708 0.518 -0.293
O -0.270 -1.154 0.871
Si 0.814 0.114 1.066
H -1.136 -0.477 -0.911
H 0.887 0.773 -2.791
H -2.120 -1.603 -3.116
H -3.050 -0.220 -2.282
H -1.960 0.200 -3.817
H -1.142 1.386 2.220
H 0.414 2.465 1.974
H -0.705 2.062 0.581
H 1.516 -1.374 2.933
H 2.994 -0.275 2.356
H 1.630 0.412 3.559
H 1.791 -0.283 -0.879
H -1.081 -0.941 1.244

---

x) 21
Properties=species:S:1:pos:R:3 method="wB97M-V/def2-TZVPD" lumo_ev=0.12 mol_weight_da=131.25 total_charge=0
C -1.058 -0.108 -0.783
C -0.713 1.222 0.064
C 0.250 -0.853 -0.744
C 0.689 0.952 0.600
C 1.758 1.980 0.439
N 1.232 -0.228 -0.227
O 2.284 -1.331 1.861
Si 2.710 -1.162 0.376
H -1.850 -0.800 -0.316
H -1.254 -0.003 -1.941
H -0.559 2.150 -0.609
H -1.375 1.319 0.792
H -4.626 -3.143 1.067
H 0.247 -1.855 -1.280
H 0.478 0.767 1.673
H 2.071 2.363 -0.579
H 2.651 1.692 0.825
H 1.369 2.790 1.090
H 2.586 -2.257 -0.509
H 3.864 -0.366 -0.003
H -3.876 -3.242 0.856

---

Best to worst by energy: x), w).

---

w) 14
Properties=species:S:1:pos:R:3 method="wB97M-V/def2-TZVPD" s2=0.750 lumo_ev="4.86 / 4.76" mol_weight_da=71.12 multiplicity=2 total_charge=-1
C -0.705 0.274 1.032
N 0.259 1.187 0.424
C 0.791 0.581 -0.824
C 0.187 -0.841 -0.982
C -0.568 -1.102 0.344
H -0.564 0.198 2.109
H -1.724 0.634 0.859
H 1.006 1.298 1.071
H 0.473 1.178 -1.666
H 1.873 0.552 -0.798
H 0.990 -1.566 -1.047
H -0.466 -0.880 -1.859
H -1.535 -1.554 0.138
H 0.049 -1.766 0.955

---

x) 14
Properties=species:S:1:pos:R:3 method="wB97M-V/def2-TZVPD" s2=0.754 lumo_ev="4.06 / 4.04" mol_weight_da=71.12 multiplicity=2 total_charge=-1
C 2.381 -1.312 -0.527
C 1.530 -0.248 -0.091
N 0.122 -0.454 0.095
C -0.645 0.747 0.291
C -2.168 0.602 0.230
H 2.675 -2.061 0.223
H 2.897 -1.352 -1.477
H 1.815 0.668 0.430
H -0.170 -1.039 -0.680
H -0.363 1.236 1.228
H -0.355 1.467 -0.499
H -2.608 1.152 -0.601
H -2.584 -0.410 0.205
H -2.528 1.006 1.172

---

Best to worst by energy: w), x).

---

w) 58
Properties=species:S:1:pos:R:3 method="wB97M-V/def2-TZVPD" lumo_ev=0.87 mol_weight_da=404.56 total_charge=0
C 2.203 -0.617 -0.227
C 2.512 0.779 -0.760
O 1.828 1.780 0.044
P 0.316 2.057 -0.376
O -0.216 1.083 -1.324
C -0.597 2.193 1.170
C -0.630 0.889 1.989
Si -1.721 -0.448 1.239
O -3.045 0.308 0.483
Si -3.855 -0.600 -0.623
F -3.331 -2.103 -0.497
O 0.373 3.506 -1.089
C -0.829 4.294 -0.980
C -2.070 3.650 -1.566
H 1.297 -1.023 -0.658
H 2.048 -0.520 0.844
H 3.045 -1.271 -0.432
H 2.331 0.880 -1.824
H 3.572 0.948 -0.613
H -0.085 2.942 1.780
H -1.599 2.581 1.035
H 0.382 0.486 2.050
H -0.903 1.126 3.014
H -0.947 -1.081 0.159
H -2.180 -1.456 2.206
H -3.652 -0.137 -2.001
H -5.300 -0.636 -0.364
H -0.639 5.189 -1.565
H -0.963 4.633 0.048
H -2.486 2.841 -0.971
H -2.837 4.421 -1.645
H -1.894 3.261 -2.563
C -5.397 -5.438 0.927
C -6.373 -5.771 2.051
C -5.606 -5.299 3.278
O -4.794 -4.201 2.853
C -4.786 -4.135 1.422
H -5.867 -5.341 -0.050
H -4.628 -6.211 0.860
H -7.289 -5.187 1.933
H -6.645 -6.824 2.100
H -4.946 -6.085 3.660
H -6.261 -4.973 4.087
H -5.389 -3.273 1.118
H -3.768 -3.986 1.069
C 7.960 1.956 -2.189
C 7.555 2.615 -0.876
C 6.045 2.719 -1.034
O 5.642 1.612 -1.848
C 6.800 1.001 -2.427
H 8.924 1.450 -2.150
H 8.000 2.704 -2.985
H 7.801 1.958 -0.039
H 8.030 3.579 -0.702
H 5.761 3.643 -1.549
H 5.517 2.679 -0.080
H 6.966 0.041 -1.926
H 6.617 0.811 -3.485

---

x) 58
Properties=species:S:1:pos:R:3 method="wB97M-V/def2-TZVPD" lumo_ev=0.81 mol_weight_da=404.56 total_charge=0
C 2.062 -0.524 -0.160
C 2.474 0.895 -0.705
O 1.869 1.902 0.145
P 0.285 2.240 -0.319
O -0.236 1.263 -1.348
C -0.720 2.355 1.237
C -0.793 1.012 2.064
Si -1.874 -0.337 1.260
O -3.216 0.401 0.416
Si -3.894 -0.658 -0.740
F -3.221 -2.194 -0.483
O 0.375 3.754 -1.076
C -0.857 4.492 -0.945
C -2.118 3.778 -1.544
H 1.088 -0.875 -0.586
H 1.929 -0.408 0.947
H 2.882 -1.250 -0.399
H 2.282 1.029 -1.792
H 3.583 0.985 -0.572
H -0.212 3.110 1.903
H -1.749 2.766 1.077
H 0.250 0.598 2.156
H -1.108 1.250 3.116
H -1.048 -0.950 0.198
H -2.359 -1.358 2.191
H -3.635 -0.243 -2.127
H -5.347 -0.802 -0.590
H -0.715 5.428 -1.549
H -0.988 4.832 0.111
H -2.507 2.929 -0.937
H -2.940 4.541 -1.609
H -1.948 3.387 -2.579
C -5.129 -5.533 0.932
C -6.148 -5.905 1.994
C -5.525 -5.317 3.247
O -4.778 -4.167 2.835
C -4.670 -4.166 1.404
H -5.534 -5.519 -0.080
H -4.293 -6.238 0.957
H -7.101 -5.411 1.783
H -6.331 -6.977 2.072
H -4.828 -6.023 3.713
H -6.270 -5.023 3.989
H -5.321 -3.373 1.019
H -3.645 -3.944 1.113
C 7.961 1.706 -2.246
C 7.639 2.368 -0.920
C 6.141 2.584 -1.032
O 5.631 1.525 -1.854
C 6.732 0.845 -2.473
H 8.887 1.131 -2.237
H 8.036 2.464 -3.031
H 7.858 1.679 -0.098
H 8.190 3.292 -0.744
H 5.911 3.534 -1.525
H 5.640 2.567 -0.061
H 6.838 -0.133 -1.990
H 6.516 0.689 -3.531

---

Best to worst by energy: w), x).

---

w) 15
Properties=species:S:1:pos:R:3 method="wB97M-V/def2-TZVPD" s2=0.793 lumo_ev="3.46 / 3.46" mol_weight_da=87.12 multiplicity=2 total_charge=-1
C -1.097 2.182 0.278
C -0.342 0.887 0.092
C -0.555 0.022 -0.995
N -0.495 -1.314 -0.880
C -0.333 -2.057 -1.966
H -1.785 2.123 1.121
H -1.564 2.524 -0.647
H -0.407 2.987 0.594
H 0.550 0.827 0.692
H -0.571 0.381 -2.042
H 0.039 -1.611 -2.893
H -0.236 -3.121 -1.839
H 2.274 0.304 3.584
H 3.007 -0.130 2.232
O 2.228 -0.235 2.792

---

x) 15
Properties=species:S:1:pos:R:3 method="wB97M-V/def2-TZVPD" s2=0.754 lumo_ev="3.93 / 3.80" mol_weight_da=87.12 multiplicity=2 total_charge=-1
C 1.732 1.690 -1.310
C 0.047 0.078 -1.747
N 1.340 0.350 -1.679
H 2.351 1.549 -0.400
H 2.288 2.182 -2.122
H 0.941 2.396 -0.976
H -0.172 -0.868 -2.264
H -0.815 0.709 -1.475
O -1.587 -2.538 2.838
C -0.877 -1.726 2.273
C -1.305 -0.656 1.346
H 0.216 -1.969 2.357
H -0.625 -0.752 0.476
H -2.339 -0.832 1.037
H -1.194 0.387 1.646

---

Best to worst by energy: x), w).

---

w) 7
Properties=species:S:1:pos:R:3 method="wB97M-V/def2-TZVPD" lumo_ev=0.45 mol_weight_da=87.02 total_charge=0
C -0.370 0.787 -0.823
C 0.447 -0.619 0.917
N -0.764 -0.358 -1.157
O -0.185 -1.374 0.100
P 0.593 1.073 0.666
H -0.611 1.613 -1.476
H 0.889 -1.120 1.773

---

x) 7
Properties=species:S:1:pos:R:3 method="wB97M-V/def2-TZVPD" lumo_ev="-0.59 / -0.59" mol_weight_da=87.02 total_charge=0
C -0.170 0.839 -0.897
C -1.038 0.257 0.745
N -1.267 1.239 -0.070
O 0.960 -1.499 0.182
P -0.386 -0.980 -0.536
H 0.719 1.373 -0.601
H 1.183 -1.230 1.177

---

Best to worst by energy: w), x).

---

w) 6
Properties=species:S:1:pos:R:3 method="wB97M-V/def2-TZVPD" lumo_ev=1.09 mol_weight_da=48.11 smiles=CS total_charge=0
C 0.297 0.358 0.153
S -0.725 -0.533 -1.048
H 0.669 1.269 -0.304
H -0.261 0.641 1.040
H 1.172 -0.222 0.428
H -1.152 -1.512 -0.268

---

x) 6
Properties=species:S:1:pos:R:3 method="wB97M-V/def2-TZVPD" lumo_ev=-0.40 mol_weight_da=48.11 total_charge=0
C 0.714 -0.285 0.647
S 1.611 -1.528 1.312
H 0.020 -1.006 -0.998
H -0.312 -0.982 -1.755
H -0.104 -0.088 1.324
H 2.653 -1.360 0.456

---

Best to worst by energy: w), x).

---

w) 57
Properties=species:S:1:pos:R:3 method="wB97M-V/def2-TZVPD" lumo_ev=0.27 mol_weight_da=395.93 smiles="CC[C@H](C)[C@@H](CC(=O)N[C@@]1(CO)CC[C@H](C)C1)NC(=O)c1cncc(Cl)c1" total_charge=0
C -2.411 1.507 -4.793
C -1.582 1.353 -3.524
C -2.421 1.243 -2.248
C -3.112 2.564 -1.920
C -1.550 0.775 -1.075
C -2.317 0.711 0.255
C -1.511 -0.044 1.296
O -1.727 -1.220 1.542
N -0.514 0.673 1.874
C 0.489 0.148 2.819
C -0.200 -0.258 4.119
O -1.003 0.773 4.669
C 1.308 -1.008 2.218
C 2.506 -0.366 1.486
C 2.400 1.150 1.729
C 3.745 1.850 1.838
C 1.541 1.247 2.993
N -0.963 -0.533 -1.326
C 0.373 -0.708 -1.477
O 1.149 0.215 -1.666
C 0.858 -2.126 -1.401
C 2.016 -2.461 -2.094
N 2.553 -3.676 -2.076
C 1.957 -4.608 -1.341
C 0.808 -4.357 -0.604
Cl 0.111 -5.620 0.354
C 0.237 -3.099 -0.628
H -1.767 1.544 -5.672
H -3.092 0.662 -4.917
H -3.009 2.419 -4.790
H -0.959 0.461 -3.616
H -0.891 2.195 -3.416
H -3.190 0.473 -2.405
H -2.372 3.319 -1.639
H -3.659 2.944 -2.781
H -3.828 2.467 -1.103
H -0.703 1.460 -0.981
H -2.550 1.720 0.597
H -3.255 0.169 0.122
H -0.358 1.601 1.513
H -0.803 -1.153 3.942
H 0.573 -0.497 4.851
H -1.331 1.307 3.937
H 1.656 -1.638 3.040
H 0.683 -1.638 1.591
H 3.446 -0.736 1.902
H 2.519 -0.590 0.420
H 1.853 1.597 0.891
H 4.321 1.440 2.672
H 4.331 1.714 0.927
H 3.628 2.923 2.004
H 1.107 2.235 3.169
H 2.149 0.999 3.869
H -1.528 -1.341 -1.118
H 2.517 -1.703 -2.683
H 2.406 -5.594 -1.324
H -0.635 -2.885 -0.020

---

x) 57
Properties=species:S:1:pos:R:3 method="wB97M-V/def2-TZVPD" lumo_ev=0.54 mol_weight_da=395.93 smiles="COc1ccc(Cl)cc1NC(=O)CN(C)[C@H](C)C(=O)NCC1CCCCC1" total_charge=0
C -5.555 -2.006 -0.590
O -4.317 -1.540 -0.107
C -4.068 -0.195 -0.144
C -4.948 0.767 -0.610
C -4.597 2.109 -0.603
C -3.356 2.485 -0.125
Cl -2.912 4.154 -0.111
C -2.456 1.543 0.349
C -2.804 0.202 0.341
N -1.964 -0.810 0.807
C -0.673 -0.733 1.201
O -0.005 0.283 1.239
C -0.113 -2.100 1.573
N -0.153 -2.984 0.416
C 0.291 -4.320 0.772
C 0.555 -2.415 -0.740
C 0.311 -3.249 -1.994
C 2.070 -2.278 -0.489
O 2.862 -3.160 -0.762
N 2.425 -1.119 0.096
C 3.795 -0.783 0.406
C 4.205 0.559 -0.210
C 3.497 1.728 0.478
C 3.917 3.056 -0.147
C 5.428 3.237 -0.049
C 6.145 2.075 -0.728
C 5.720 0.746 -0.109
H -6.390 -1.599 -0.011
H -5.689 -1.762 -1.647
H -5.527 -3.088 -0.470
H -5.920 0.489 -0.985
H -5.289 2.851 -0.967
H -1.490 1.841 0.720
H -2.359 -1.739 0.727
H -0.743 -2.540 2.354
H 0.900 -1.969 1.986
H 0.154 -4.981 -0.078
H 1.343 -4.356 1.079
H -0.327 -4.681 1.594
H 0.135 -1.415 -0.897
H 0.514 -2.647 -2.876
H 0.981 -4.105 -2.009
H -0.722 -3.586 -2.025
H 1.727 -0.430 0.343
H 3.929 -0.744 1.494
H 4.412 -1.593 0.007
H 3.924 0.546 -1.269
H 2.413 1.618 0.404
H 3.759 1.730 1.539
H 3.409 3.879 0.360
H 3.617 3.074 -1.197
H 5.722 4.180 -0.515
H 5.721 3.279 1.003
H 7.226 2.196 -0.634
H 5.901 2.071 -1.793
H 6.228 -0.077 -0.614
H 6.014 0.725 0.944

---

Best to worst by energy: w), x).